Here is a structure of composition C24H23N6ORhS3 in a non-equilibrium geometry from the Open Molecules 2025 dataset. Energies are from ωB97M-V with the def2-TZVPD basis set.

XYZ file:
```
58
Properties=species:S:1:pos:R:3:lowdin_charge:R:1
C -0.4492 -3.7901 0.1796 -0.040
C 0.2277 -1.5237 3.8514 -0.051
H 2.5069 -4.2085 1.7374 0.105
C 0.5477 -4.4346 0.8509 -0.101
H 2.0159 -1.2070 7.2553 0.098
H 2.0572 0.6749 5.6555 0.108
H 1.6674 3.5038 -4.7250 0.068
H 1.1773 4.8379 -3.6761 0.093
H -3.2343 1.3381 -1.0436 0.111
N -1.6174 -0.4226 -0.4897 -0.138
H -0.3210 -3.4892 4.4857 0.102
C -2.1723 -2.2861 -1.9200 -0.053
C 0.8679 -1.6898 0.1182 -0.389
H 0.0918 4.2957 -4.9611 0.091
C -1.7080 4.4702 -2.5945 0.003
N -1.4653 -0.1108 0.8764 -0.019
H 0.8378 -3.3015 6.6697 0.097
C 0.8214 3.9607 -4.2223 -0.014
C 0.9004 -0.3445 4.1701 -0.296
H -4.4323 3.5173 -0.8309 0.113
H 1.3144 0.4868 2.2303 0.065
H 0.4463 -5.4732 1.1341 0.094
S 0.0261 1.9863 0.0315 0.728
H -1.3599 -4.3185 -0.0811 0.114
O 1.1175 -0.5255 -0.3456 -0.212
N 3.0040 -0.4494 -4.1900 0.083
N -1.6806 2.1368 -2.1167 -0.093
C 0.9183 0.8027 3.1963 -0.399
H -1.2203 5.3284 -3.0343 0.117
H -1.6210 -3.0599 -2.4504 0.079
N 0.6971 1.8191 -3.0045 -0.142
C 1.8811 0.0869 -3.6779 -0.820
H -3.3972 5.5562 -1.8475 0.114
Rh -0.3728 0.6527 -1.7544 0.809
C 1.5188 -1.3026 6.2980 -0.093
H 3.7418 0.1577 -4.4996 0.103
N 1.8298 1.4064 -3.6341 0.010
C -1.3713 -1.6934 -0.8043 -0.335
S -0.7633 1.4581 2.8568 0.880
C -3.4953 3.4637 -1.3658 -0.032
C 1.5383 -0.2421 5.3985 -0.053
H -3.0809 -2.7241 -1.4959 0.095
C 0.2083 -2.5804 4.7442 -0.078
C -2.9162 4.5908 -1.9313 -0.038
H -2.4775 -1.5067 -2.6166 0.070
C 1.7139 -3.7058 1.1952 -0.082
C -0.8540 0.9728 1.1469 -1.059
H 3.0539 -1.4351 -4.3618 0.084
C -0.3523 -2.4115 -0.1281 -0.153
C 0.1988 2.9774 -3.2912 -0.263
S 0.6176 -1.0070 -3.2134 0.694
C -2.8451 2.2499 -1.4746 -0.110
C 1.8781 -2.3988 0.8452 -0.015
H 2.7898 -1.8623 1.0773 0.117
H 1.5282 1.6239 3.5673 0.074
H -0.2895 -1.6027 2.9002 0.101
C -1.1001 3.2265 -2.6610 -0.244
C 0.8554 -2.4740 5.9716 -0.098
```

LUMO level (alpha / beta) = -0.8 / -0.8 eV
net charge = 0
HOMO energy (alpha / beta) = -7.18 / -7.18 eV
ΔE to the lowest compared entry with this formula, charge and spin = 0.00 kJ/mol
frontier orbital gap (alpha / beta) = 6.40 / 6.40 eV